[1]
Computed, not measured: one molecule with the formula C8H10O3 at a distorted geometry, with ωB97M-V/def2-TZVPD.

Values from the calculation:
- Electronic energy: -536.27220 Eh
- Gap between HOMO and LUMO (alpha / beta): 7.41 / 8.44 eV
- LUMO (alpha / beta): -0.7 / -0.5 eV

The geometry in XYZ format:
```
21
Properties=species:S:1:pos:R:3:forces:R:3:nbo_charge:R:1
C -1.407765 2.284266 0.489678 0.69 -0.72 -0.01 0.3863
C -0.511613 -1.006343 0.011992 -1.72 -0.38 0.31 -0.3979
C -1.047488 -0.211133 1.254376 3.07 -1.64 3.46 -0.5058
C -0.309589 -0.073084 -1.127563 -1.37 -0.11 -3.09 -0.4335
C -1.926565 0.897258 0.974189 0.79 2.89 -1.69 -0.1275
C -0.120573 2.332539 -0.278196 -0.44 -3.18 1.11 0.2636
C 0.593883 1.110101 -0.921871 -1.13 2.95 0.08 0.1762
C 2.024534 0.899417 -0.493793 -2.32 1.37 4.41 -0.6240
O -2.005271 3.332961 0.528147 -1.13 0.34 0.41 -0.5462
O 0.040560 3.114959 -1.342753 -0.22 0.24 -0.22 -0.1768
O 0.560668 2.015935 -2.128436 0.48 -0.45 -0.52 -0.2426
H 0.469576 -1.478579 0.163029 -0.68 -0.39 0.58 0.2183
H -1.353048 -1.730537 -0.336818 1.78 0.80 0.75 0.2231
H -1.551865 -0.886758 2.005367 0.19 0.28 -1.07 0.2460
H -0.089920 0.061896 1.977974 -2.12 -0.04 -2.06 0.2103
H 0.177854 -0.683188 -1.922569 -0.34 0.39 0.12 0.2282
H -1.368908 0.238395 -1.582353 2.44 -0.23 0.97 0.2311
H -2.874765 0.677750 0.499167 -0.35 0.04 0.37 0.1966
H 2.726699 1.489752 -0.978595 1.02 1.27 -0.89 0.2459
H 2.277496 -0.081895 -0.531972 0.96 -3.05 -0.42 0.2081
H 2.017376 1.142317 0.685711 0.38 -0.39 -2.59 0.2204
```
Positions in Å, forces in eV/Å.

[2]
Computed, not measured: one molecule with the formula C5H8OS2 at a distorted geometry, with ωB97M-V/def2-TZVPD.

Values from the calculation:
- Electronic energy: -1066.75589 Eh
- Gap between HOMO and LUMO: 7.85 eV
- LUMO: -0.6 eV

The geometry in XYZ format:
```
16
Properties=species:S:1:pos:R:3:forces:R:3:nbo_charge:R:1
C -0.806491 -0.082037 -2.397492 0.56 -1.12 0.88 0.3405
C -0.497627 -0.576874 -0.919771 0.31 -1.11 1.81 -0.4449
C -1.379769 -1.180565 0.360526 0.04 0.06 -1.79 -0.2648
C 1.417039 0.229000 0.480550 -0.09 3.62 -1.27 -0.6088
C 0.183908 0.704843 -0.286639 1.03 -1.32 -1.69 -0.3941
O -1.942423 0.383546 -2.726331 -2.69 0.71 3.20 -0.6229
S -0.490045 -2.513669 1.185991 -0.52 0.58 -0.74 0.0631
S -2.871987 -0.665992 0.829825 1.03 -0.15 -0.64 -0.0091
H 0.359992 -1.379329 -1.124030 -1.86 1.75 0.55 0.2386
H 1.332022 -0.312641 1.364408 -0.43 -0.94 1.37 0.2141
H 2.003752 1.153008 0.611361 0.09 -0.41 0.63 0.2101
H 1.895188 -0.243556 -0.303875 1.68 -1.70 -0.89 0.2059
H 0.582067 1.154119 -1.243115 -0.20 0.39 1.17 0.2214
H -0.403427 1.417029 0.270837 -0.81 -0.12 -0.16 0.2241
H -1.548843 -3.083535 1.796036 0.07 0.35 0.02 0.1516
H -2.633003 0.480284 -1.888476 1.77 -0.58 -2.45 0.4752
```
Positions in Å, forces in eV/Å.

[3]
Computed, not measured: one molecule with the formula C3H8N2O2 at a distorted geometry, with ωB97M-V/def2-TZVPD.

Values from the calculation:
- Electronic energy: -379.10617 Eh
- Gap between HOMO and LUMO: 10.46 eV
- Structure (SMILES): NC(=O)[C@@H](N)CO
- LUMO: 0.7 eV

The geometry in XYZ format:
```
15
Properties=species:S:1:pos:R:3:forces:R:3:nbo_charge:R:1
N 0.461200 -1.273489 0.391275 -0.01 0.35 0.44 -0.8278
C -0.051842 0.123405 0.282652 -0.57 -1.09 0.51 -0.1668
C 1.071802 1.137189 0.163016 -0.63 -0.59 0.53 -0.0726
O 1.789871 1.153418 1.408082 0.52 -0.44 -0.76 -0.7198
C -1.042447 0.195263 -0.852765 0.03 1.16 -1.31 0.6691
N -1.972793 -0.786112 -0.996261 0.51 -0.97 1.06 -0.8196
O -1.062332 1.152601 -1.610203 0.09 0.10 0.32 -0.6103
H 1.094504 -1.292814 1.186909 0.35 0.20 -0.15 0.3603
H -0.289852 -1.831489 0.784503 -0.19 -0.18 -0.24 0.3452
H -0.640924 0.334233 1.183386 0.08 0.39 0.07 0.1988
H 0.641927 2.120747 0.026989 0.08 0.12 -0.29 0.2082
H 1.672652 0.816959 -0.689441 0.29 0.40 0.04 0.1821
H 2.573548 0.606516 1.255469 -0.13 0.28 0.34 0.4671
H -2.541260 -0.736700 -1.809586 -0.27 0.20 -0.59 0.4013
H -1.704054 -1.719727 -0.724026 -0.16 0.07 0.03 0.3847
```
Positions in Å, forces in eV/Å.

[4]
Computed, not measured: C26H40BKN8OS2 as an isolated structure at a distorted geometry, with ωB97M-V/def2-TZVPD.

Values from the calculation:
- Electronic energy: -2949.32277 Eh
- Gap between HOMO and LUMO: 7.99 eV
- LUMO: 0.1 eV

The geometry in XYZ format:
```
79
Properties=species:S:1:pos:R:3:forces:R:3:lowdin_charge:R:1
K -0.523751 -0.100641 0.250630 1.18 0.05 1.08 0.7126
C -0.075641 -3.540614 -0.325288 -0.11 0.05 0.05 -0.0774
C -1.524913 -3.903594 -0.653952 0.03 0.05 -0.05 -0.3585
C -1.755928 -3.843061 -2.169411 0.00 0.04 0.04 -0.0624
C -2.511845 -3.023179 0.068126 -0.02 0.03 0.01 -0.2881
C -3.913858 -3.154948 0.131531 0.05 -0.02 -0.02 -0.0219
C -4.319801 -2.081266 0.894216 0.13 0.00 -0.01 -0.0826
N -3.228640 -1.371729 1.246037 -0.11 -0.06 0.10 -0.0324
N -2.112670 -1.950155 0.740795 -0.70 -0.53 0.06 0.0168
B -3.247427 -0.063823 2.096007 0.12 -0.01 -0.14 -0.5095
N -3.197559 1.203019 1.177362 -0.09 0.05 0.10 -0.0333
C -4.266154 1.867968 0.696754 0.12 0.00 -0.03 -0.0817
C -3.814456 2.922122 -0.068108 0.04 0.04 0.01 -0.0219
C -2.409088 2.830035 0.007092 -0.13 -0.08 -0.01 -0.2886
N -2.054551 1.792778 0.757379 -0.57 0.53 0.09 0.0134
C -1.373553 3.724435 -0.623284 0.03 0.00 0.08 -0.3661
C 0.039625 3.183873 -0.408707 -0.14 0.01 0.07 -0.1061
C -1.497173 5.153320 -0.086771 0.02 0.01 0.01 -0.0680
N -2.109407 -0.038984 3.130874 -0.12 0.04 -0.03 -0.0319
C -2.297186 0.161899 4.450973 0.06 -0.06 -0.08 -0.0795
C -1.068526 0.167106 5.064998 0.13 -0.03 -0.04 -0.0233
C -0.154856 -0.040054 4.010427 -0.08 0.01 0.05 -0.2929
N -0.785253 -0.157692 2.847627 -0.27 0.04 0.77 0.0566
C 1.337807 -0.163318 4.130053 -0.01 -0.04 -0.02 -0.3703
C 2.038390 0.071182 2.799747 -0.02 -0.02 -0.03 -0.1037
C 1.725652 -1.525372 4.718225 -0.01 0.01 -0.04 -0.0662
H 0.608678 -4.269422 -0.766376 -0.02 0.01 0.00 0.0783
H 0.088135 -3.506706 0.753825 0.01 -0.01 -0.05 0.0803
H 0.162102 -2.557759 -0.741836 0.05 -0.06 -0.02 0.0391
H -1.701216 -4.931483 -0.325017 -0.02 -0.05 0.01 0.1351
H -1.579745 -2.823213 -2.525662 0.00 -0.05 0.02 0.0667
H -2.779572 -4.119406 -2.427332 0.02 0.00 0.01 0.0737
H -1.075634 -4.518177 -2.695683 -0.01 0.01 0.02 0.0752
H -4.532484 -3.927314 -0.299675 0.05 0.06 0.03 0.0963
H -5.303942 -1.777509 1.216115 0.06 -0.01 0.01 0.1147
H -4.302706 -0.037695 2.680933 0.03 0.00 -0.05 0.1147
H -5.269908 1.550088 0.933027 0.06 0.00 0.02 0.1161
H -4.409386 3.657057 -0.587103 0.03 -0.03 0.02 0.0952
H -1.572519 3.752564 -1.699696 0.00 0.00 -0.05 0.1333
H 0.269609 3.135124 0.659053 0.03 -0.01 -0.07 0.0883
H 0.785289 3.814558 -0.896945 -0.03 -0.01 0.00 0.0819
H 0.131300 2.174026 -0.812629 0.09 0.14 -0.03 -0.0073
H -1.314567 5.164883 0.991288 -0.01 0.01 -0.05 0.0877
H -2.495007 5.559979 -0.262437 0.04 -0.02 0.01 0.0720
H -0.768683 5.812784 -0.566620 -0.03 -0.02 0.02 0.0742
H -3.289987 0.283448 4.855009 0.04 -0.01 -0.06 0.1141
H -0.850525 0.296867 6.113772 -0.02 0.00 -0.06 0.0971
H 1.664572 0.612097 4.829158 0.03 0.01 0.05 0.1359
H 1.721924 -0.679838 2.069646 0.05 0.01 0.02 0.0576
H 3.122470 -0.008956 2.915686 -0.01 0.01 0.00 0.0719
H 1.809875 1.054397 2.386820 0.00 -0.03 0.01 0.0686
H 1.479778 -2.323662 4.011018 0.00 0.04 0.04 0.0819
H 1.186045 -1.725634 5.645128 0.02 0.02 -0.02 0.0740
H 2.798224 -1.568228 4.928551 -0.03 -0.01 -0.02 0.0717
C -0.768509 -0.137264 -4.592144 -0.14 -0.05 0.01 -0.2217
S -0.057568 0.638724 -3.141198 0.01 -0.07 -0.03 0.9304
O -0.323972 -0.312515 -2.008569 0.23 0.09 -1.86 -0.6867
C 1.645609 0.418420 -3.634412 -0.01 -0.12 0.13 -0.4336
C 2.234521 -0.828206 -3.478510 0.09 0.01 -0.04 -0.0906
C 3.565467 -0.987882 -3.828429 -0.02 0.02 0.02 -0.0718
C 4.291963 0.094251 -4.318029 -0.05 -0.01 0.02 -0.0763
C 3.691719 1.336936 -4.456545 0.01 -0.03 -0.02 -0.0772
C 2.358309 1.505661 -4.105739 0.00 0.06 -0.01 -0.0974
H -0.421806 -1.171169 -4.611151 -0.04 0.03 -0.06 0.0608
H -0.440960 0.405289 -5.479289 -0.03 -0.03 0.03 0.0633
H -1.853235 -0.093849 -4.490889 0.06 -0.02 -0.02 0.0594
H 1.660748 -1.646621 -3.057856 0.00 0.03 -0.01 0.1127
H 4.041496 -1.953599 -3.707371 0.00 0.04 -0.01 0.1070
H 5.334818 -0.031439 -4.580476 -0.02 0.00 0.00 0.1044
H 4.264095 2.180482 -4.820510 -0.01 -0.02 0.01 0.1070
H 1.886989 2.480615 -4.175888 0.02 -0.06 0.00 0.1139
N 5.380041 1.142279 0.625479 -0.13 0.09 -0.05 0.0855
C 4.325711 0.429172 0.178088 0.03 -0.05 -0.01 -0.9625
N 4.445210 -0.913408 0.301054 -0.10 -0.01 -0.04 0.0908
S 2.987925 1.149307 -0.512180 0.13 -0.01 0.07 0.6803
H 6.182497 0.717494 1.054252 0.01 -0.01 -0.01 0.1003
H 5.325297 2.142232 0.563095 0.02 0.00 0.01 0.0897
H 5.142124 -1.322209 0.899757 0.00 0.00 0.02 0.1019
H 3.620127 -1.454855 0.112083 0.00 -0.01 -0.01 0.0892
```
Positions in Å, forces in eV/Å.

[5]
Computed, not measured: C31H30F4GeN2V as an isolated structure, with ωB97M-V/def2-TZVPD.

Values from the calculation:
- Electronic energy: -4729.05634 Eh
- Gap between HOMO and LUMO (alpha / beta): 7.18 / 7.19 eV
- 2S+1: 2
- LUMO (alpha / beta): -0.2 / -0.2 eV

The geometry in XYZ format:
```
69
Properties=species:S:1:pos:R:3:forces:R:3:lowdin_spin:R:1
V 0.886797 1.240817 -0.974899 0.39 0.06 -0.29 1.3570
C -0.105120 2.470679 -3.987549 -0.01 0.03 -0.01 0.0017
C 0.347875 1.024468 -3.979837 0.03 -0.05 0.05 0.0018
N 1.445518 0.778602 -3.018126 -0.05 0.05 -0.11 0.0028
C 2.671160 1.552176 -3.339104 0.02 -0.01 -0.03 0.0024
C 3.223969 1.380591 -4.748590 -0.01 -0.01 0.01 0.0002
C 1.716734 -0.677238 -2.932924 0.01 -0.05 0.08 0.0038
C 2.645682 -1.016401 -1.770526 0.02 0.05 0.01 0.0037
N 2.286146 -0.145118 -0.671734 0.04 -0.02 0.15 -0.0004
C 2.850259 -0.240990 0.553252 -0.02 -0.02 0.03 0.0023
C 2.542953 0.781708 1.464650 -0.01 0.01 0.04 0.0022
F 1.702207 1.778042 0.984928 -0.01 -0.01 0.01 0.0163
C 3.000979 0.855319 2.752712 0.00 -0.04 -0.02 0.0000
F 2.623805 1.879568 3.527864 0.00 0.00 0.00 0.0000
C 3.844709 -0.125944 3.241169 -0.01 0.03 0.02 0.0004
C 4.179431 -1.148140 2.373213 0.00 -0.01 -0.05 0.0002
F 4.985960 -2.129132 2.803681 -0.01 0.00 0.00 0.0000
C 3.712741 -1.219597 1.073803 0.01 0.02 0.05 0.0002
F 4.086895 -2.269243 0.314640 -0.01 0.01 0.00 0.0000
H -0.977622 2.576094 -4.631955 0.00 0.01 0.00 0.0001
H 0.660608 3.154213 -4.356082 0.00 0.00 0.00 0.0000
H -0.413063 2.779783 -2.983203 0.00 -0.01 0.00 -0.0004
H 0.648119 0.703406 -4.983693 -0.01 0.01 0.00 0.0002
H -0.476654 0.392923 -3.652602 -0.01 0.01 -0.02 -0.0018
H 3.429068 1.266578 -2.609585 -0.03 0.01 0.03 0.0004
H 2.453284 2.609294 -3.166366 0.00 0.00 0.01 0.0008
H 3.441643 0.337503 -4.977271 0.00 0.00 0.00 0.0001
H 4.158060 1.936033 -4.831968 0.00 0.00 0.00 0.0000
H 2.543510 1.763584 -5.508817 0.00 0.00 0.00 0.0000
H 2.129578 -1.061746 -3.871591 -0.07 0.01 -0.04 0.0007
H 0.747842 -1.143683 -2.755817 0.02 -0.02 -0.02 -0.0010
H 3.697449 -0.878139 -2.056518 -0.01 -0.02 -0.01 0.0002
H 2.522189 -2.078179 -1.543071 -0.01 0.00 0.01 0.0001
H 4.219715 -0.098799 4.252560 0.00 0.00 0.00 0.0000
C -0.649771 0.669933 -0.740762 -0.41 0.07 0.28 -0.3070
Ge -1.698177 -0.063780 0.694186 0.14 -0.05 -0.11 -0.0518
C -3.379307 -0.835781 0.068182 -0.05 0.00 -0.02 -0.0052
C -3.856473 -0.557924 -1.210242 0.04 0.03 0.00 -0.0030
C -5.058578 -1.092003 -1.654833 -0.02 -0.01 0.00 -0.0002
C -5.800315 -1.916520 -0.821134 0.00 0.00 0.00 0.0000
C -5.335736 -2.206445 0.454754 -0.02 -0.01 -0.01 -0.0003
C -4.133606 -1.669747 0.892716 0.01 0.00 0.01 -0.0005
C -0.705469 -1.488451 1.600092 0.07 -0.02 -0.04 -0.0053
C -0.692391 -2.775317 1.061677 0.02 0.02 -0.02 -0.0014
C 0.111252 -3.768716 1.603479 0.00 -0.01 0.01 -0.0002
C 0.913150 -3.489804 2.702137 0.01 0.00 0.01 -0.0007
C 0.903538 -2.218076 3.257284 0.00 -0.03 0.00 -0.0002
C 0.102020 -1.226862 2.705654 -0.01 0.03 0.01 -0.0011
C -2.013263 1.350902 2.013285 -0.05 -0.03 0.03 -0.0071
C -1.839511 2.692709 1.684911 0.02 -0.02 -0.04 -0.0030
C -2.059327 3.693306 2.621834 0.00 0.03 0.01 -0.0002
C -2.458214 3.363283 3.908667 0.00 -0.02 0.01 -0.0001
C -2.639043 2.030382 4.252997 0.00 0.04 0.00 -0.0004
C -2.417857 1.036318 3.310452 -0.02 -0.04 0.01 -0.0009
H -3.273508 0.083397 -1.863310 -0.01 0.00 -0.01 -0.0028
H -5.417532 -0.867058 -2.651675 0.00 0.00 0.00 0.0000
H -6.737556 -2.335413 -1.165124 0.00 0.00 0.00 0.0000
H -5.910433 -2.853005 1.106240 0.00 0.00 0.00 0.0000
H -3.776046 -1.913604 1.887903 0.00 0.00 0.00 -0.0001
H -1.316507 -3.003805 0.203776 0.00 -0.01 0.00 -0.0001
H 0.113046 -4.761748 1.171046 -0.01 0.00 -0.01 0.0000
H 1.541630 -4.262859 3.126288 0.00 0.00 0.00 0.0000
H 1.523645 -1.997893 4.117481 0.00 0.01 0.00 0.0000
H 0.103338 -0.235165 3.147210 0.02 -0.01 0.00 0.0000
H -1.527782 2.951634 0.678345 0.00 0.01 0.01 -0.0022
H -1.919512 4.732357 2.349426 0.00 0.00 0.00 0.0000
H -2.626362 4.141406 4.642446 0.00 0.00 0.00 0.0000
H -2.948642 1.767120 5.256706 0.00 -0.01 0.00 -0.0001
H -2.553130 -0.001802 3.597262 -0.01 0.01 0.00 -0.0001
```
Positions in Å, forces in eV/Å.

[6]
Computed, not measured: a 2-piece molecular cluster, C2H2Cl4 overall at a distorted geometry, with ωB97M-V/def2-TZVPD.

Values from the calculation:
- Electronic energy: -1918.01862 Eh
- Gap between HOMO and LUMO (alpha / beta): 8.68 / 9.51 eV
- 2S+1: 3
- LUMO (alpha / beta): 0.7 / -1.5 eV

The geometry in XYZ format:
```
8
Properties=species:S:1:pos:R:3:forces:R:3:lowdin_spin:R:1
C -1.431051 0.472844 0.340337 -1.35 -1.11 -0.01 0.0012
C 2.408297 -1.187866 -0.315944 0.76 0.77 1.54 1.3173
Cl -0.482072 1.400720 -0.765999 0.24 0.70 -0.02 0.0118
Cl -1.019248 -1.289368 0.285429 -0.02 0.59 0.45 0.0087
Cl 1.625539 -0.779770 -1.656528 -0.64 -0.47 -2.21 0.3622
Cl 2.802155 0.056642 0.767434 0.28 -0.54 0.44 0.2986
H -2.459973 0.470836 -0.016628 0.14 0.23 0.01 0.0002
H -1.443649 0.855961 1.361899 0.60 -0.17 -0.21 0.0001
```
Positions in Å, forces in eV/Å.

[7]
Computed, not measured: a 4-piece molecular cluster, C2H14NO3 overall at a distorted geometry, with ωB97M-V/def2-TZVPD.

Values from the calculation:
- Electronic energy: -364.28837 Eh
- Charge: +2
- Gap between HOMO and LUMO (alpha / beta): 11.53 / 3.99 eV
- 2S+1: 2
- LUMO (alpha / beta): -7.2 / -14.8 eV

The geometry in XYZ format:
```
20
Properties=species:S:1:pos:R:3:forces:R:3:lowdin_spin:R:1
C 1.355848 0.123465 -0.054288 1.79 -1.60 0.81 0.0000
N 0.946558 -0.673098 -1.242102 -1.27 -0.12 0.97 0.0000
C 0.769602 -2.179896 -0.971833 0.37 1.26 -0.80 0.0001
H 0.871247 -0.352225 0.797615 -0.41 0.33 -0.07 -0.0004
H 1.267463 1.197490 -0.055307 -0.56 0.18 -0.73 0.0002
H 2.402824 -0.105091 0.139569 0.20 0.17 -0.14 0.0001
H -0.046373 -0.462171 -1.331897 -0.39 0.54 -1.18 0.0000
H 1.403655 -0.454636 -2.125016 0.23 0.03 0.10 0.0000
H 0.034078 -2.173097 -0.176936 0.21 -0.67 0.23 0.0000
H 0.342362 -2.539142 -1.895075 -0.24 -0.37 -0.10 0.0000
H 1.711080 -2.684832 -0.809470 0.10 0.07 0.47 0.0000
H -2.068948 -1.290494 -2.717883 -0.20 -0.19 -0.13 0.0000
H -2.140262 0.235436 -2.808286 0.01 -0.03 -0.01 0.0000
O -1.695446 -0.487524 -2.349525 0.26 0.21 0.25 0.0000
H -0.218988 1.588431 3.031365 -0.23 -0.51 -0.35 -0.0038
H 1.059081 2.360819 3.269120 0.99 1.04 0.45 0.0103
O 0.745444 1.610178 2.745278 -1.36 -0.29 -0.05 0.7688
H -2.466557 2.539626 2.765732 0.45 0.55 0.04 0.0013
H -2.409141 1.496091 1.741847 0.50 -0.05 -0.41 0.0012
O -1.863528 2.250672 2.047092 -0.45 -0.54 0.65 0.2223
```
Positions in Å, forces in eV/Å.

Which formula does entry 7 have? C2H14NO3